Record 1
The following is a DFT calculation (ωB97M-V/def2-TZVPD) of a 2-piece molecular cluster, C6H13NO overall.

Energy relative to the best compared isomer or geometry (same formula, charge and spin) (kcal per mole): 53.75
SMILES: C=CNC/C=C/C.O
E_LUMO (eV): 0.87
Spin multiplicity: 1
Largest force on an atom (eV/Å): 1.4
Charge: 0
HOMO energy (eV): -8.36
Total energy (Ha): -366.34825

The geometry in XYZ format:
```
21
Properties=species:S:1:pos:R:3:forces:R:3
C 0.428 2.455 -0.355 -0.2 0.6 0.1
C 0.318 1.660 -1.405 0.9 -1.1 -0.1
N -0.748 0.809 -1.696 -1.0 0.7 0.5
C -0.542 -0.633 -1.714 0.6 -0.3 -0.7
C -0.185 -1.278 -0.397 0.0 0.1 0.1
C 0.884 -0.939 0.316 -0.1 -0.2 0.1
C 1.247 -1.510 1.657 -0.7 -0.6 -0.1
H -0.358 2.562 0.377 -0.1 -0.1 0.1
H 1.287 3.092 -0.232 0.2 0.1 -0.1
H 1.163 1.513 -2.075 0.0 0.2 -0.1
H -1.508 1.065 -1.071 -0.1 -0.3 -0.1
H -1.420 -1.097 -2.168 -0.1 0.1 0.2
H 0.263 -0.831 -2.436 0.0 0.1 0.1
H -0.841 -2.057 -0.012 -0.1 0.1 0.0
H 1.579 -0.212 -0.079 0.0 0.1 -0.1
H 1.793 -0.791 2.259 0.2 -0.2 0.0
H 0.366 -1.840 2.226 0.0 0.3 -0.1
H 1.777 -2.452 1.504 0.6 0.2 0.2
O -1.742 0.375 2.037 0.5 0.2 0.6
H -1.164 -0.303 1.655 -0.6 0.3 -0.3
H -2.596 0.410 1.609 0.0 -0.4 -0.3
```
Forces are in eV/Å.

=====

Record 2
The following is a DFT calculation (ωB97M-V/def2-TZVPD) of an isolated ion of composition C4H7N2 and charge +1.

Energy relative to the best compared isomer or geometry (same formula, charge and spin) (kcal per mole): 88.29
SMILES: C=C/N=C\[NH+]=C
E_LUMO (eV): -6.14
Spin multiplicity: 1
Largest force on an atom (eV/Å): 3.9
Charge: +1
HOMO energy (eV): -14.09
Total energy (Ha): -265.76778

The geometry in XYZ format:
```
13
Properties=species:S:1:pos:R:3:forces:R:3
C -1.758 -0.993 0.295 0.2 -1.6 1.5
C -1.682 0.183 -0.290 -1.3 -0.9 -2.2
N -0.965 1.280 0.080 0.5 0.0 1.1
C 0.273 1.146 0.295 -1.9 -0.5 -1.6
N 1.004 -0.046 -0.129 1.9 2.6 1.6
C 2.296 -0.021 -0.119 -1.8 -3.2 -1.1
H -2.210 -1.877 -0.204 0.0 1.0 0.6
H -1.400 -1.109 1.342 -0.1 -0.1 -0.8
H -2.228 0.270 -1.240 0.3 0.4 0.3
H 0.740 2.069 0.421 1.9 1.0 0.7
H 0.380 -0.802 -0.286 -0.6 -1.4 -1.0
H 2.863 -0.904 -0.539 -0.5 1.3 0.7
H 2.686 0.803 0.373 1.4 1.6 0.4
```
Forces are in eV/Å.

=====

Record 3
The following is a DFT calculation (ωB97M-V/def2-TZVPD) of a 2-piece molecular cluster, C3H11N2 overall.

Energy relative to the best compared isomer or geometry (same formula, charge and spin) (kcal per mole): 28.51
E_LUMO (eV): -3.36
Spin multiplicity: 1
Largest force on an atom (eV/Å): 2.3
Charge: +1
HOMO energy (eV): -12.75
Total energy (Ha): -230.13694

The geometry in XYZ format:
```
16
Properties=species:S:1:pos:R:3:forces:R:3
C -2.390 0.486 0.244 0.6 0.8 0.2
N -1.196 -0.168 0.868 -1.1 -0.4 1.1
H -2.034 1.479 -0.012 -0.2 0.1 -0.3
H -3.222 0.605 0.930 0.1 -0.3 0.3
H -2.702 -0.055 -0.618 -0.1 -0.4 -0.6
H -1.058 0.238 1.792 0.5 0.3 -0.1
H -1.359 -1.150 1.086 -0.1 -0.2 -0.3
H -0.356 -0.135 0.275 0.2 -0.1 -0.3
C 2.331 0.796 -0.039 -0.8 -0.5 -0.2
C 1.851 -0.441 -0.156 1.4 0.1 -1.8
N 0.878 -0.832 -1.123 -0.7 -0.3 1.1
H 1.781 1.567 -0.570 0.4 0.4 0.0
H 3.281 0.975 0.436 -0.2 0.3 0.4
H 2.406 -1.292 0.208 -0.1 -0.1 0.5
H 0.767 -0.273 -1.953 0.3 0.3 0.0
H 1.023 -1.800 -1.368 -0.3 0.0 -0.1
```
Forces are in eV/Å.

=====

no.,Kohn-Sham gap (Eh)
1,0.3390
2,0.2922
3,0.3448